{
  "formula": "C5H10O2",
  "method": "ωB97M-V with the def2-TZVPD basis set",
  "symbols": ["C", "O", "C", "C", "C", "C", "O", "H", "H", "H", "H", "H", "H", "H", "H", "H", "H"],
  "coordinates": [[-1.396, 0.014, -2.048], [-0.341, -0.222, -1.147], [-0.423, 0.664, -0.088], [-1.266, -0.055, 1.035], [0.571, 0.460, 0.934], [1.629, -0.617, 1.020], [2.985, -0.197, 0.911], [-1.056, 0.723, -2.812], [-2.269, 0.423, -1.522], [-1.663, -0.938, -2.507], [-0.661, 1.691, -0.382], [-1.541, 0.100, 2.073], [-1.575, -1.078, 0.735], [0.876, 1.392, 1.446], [1.563, -1.004, 2.037], [1.388, -1.415, 0.312], [3.179, 0.059, 0.002]],
  "atomic_forces_ev_per_a": [[-0.22, -0.04, -0.35], [0.18, 0.20, -0.28], [-1.07, -0.15, 0.50], [2.72, -0.01, -0.03], [-0.78, -0.60, 0.62], [-0.56, -0.40, 0.16], [-0.20, 0.39, -0.31], [-0.23, -0.06, -0.05], [0.08, -0.15, -0.17], [-0.02, 0.11, -0.10], [-0.03, -0.13, 0.02], [-0.27, 1.30, -0.42], [1.09, 0.55, 0.07], [-0.75, -0.70, 0.30], [0.10, -0.25, -0.12], [0.08, -0.03, 0.07], [-0.13, -0.04, 0.08]],
  "nbo_charge": [-0.256, -0.527, 0.066, -0.496, -0.202, -0.093, -0.716, 0.175, 0.181, 0.192, 0.183, 0.228, 0.213, 0.221, 0.185, 0.181, 0.465],
  "homo_ev": -8.55,
  "e_lumo_ev": 0.91
}